Entry 1:
DFT (ωB97M-V/def2-TZVPD) results for the molecule CH4IOP at a distorted geometry.

The geometry in XYZ format:
```
8
Properties=species:S:1:pos:R:3:forces:R:3:mulliken_charge:R:1
I -1.730969 -1.598439 0.980537 -0.558 -0.546 0.971 -0.06
P -0.197123 -1.406446 -0.856155 0.100 1.632 0.113 0.04
O 0.093222 0.239290 -0.692940 -1.651 -2.298 -2.247 -0.27
C 0.704296 0.793925 0.384727 -1.892 0.360 1.588 -0.65
H -1.334015 -1.088466 -1.605954 0.044 -0.359 -0.772 0.10
H 0.113158 0.686043 1.343299 1.162 -0.481 -0.736 0.29
H 0.652277 1.795697 0.156032 -0.072 2.703 -0.097 0.24
H 1.699153 0.578396 0.290454 2.868 -1.011 1.179 0.32
```
Positions in Å, forces in eV/Å.

Summary:
- Kohn-Sham gap: 9.41 eV
- SMILES: COPI

***

Entry 2:
DFT (ωB97M-V/def2-TZVPD) results for a cluster of 2 separate species, CO4S3 in total at a distorted geometry.

The geometry in XYZ format:
```
8
Properties=species:S:1:pos:R:3:forces:R:3:mulliken_charge:R:1
S 2.419098 -1.619395 -0.021175 0.512 -0.851 0.337 -0.71
S -1.760128 -1.748537 0.097338 -0.749 -2.199 -0.188 -0.53
S 1.197743 -0.074996 -0.007626 1.198 1.263 0.090 1.01
O 0.213851 -0.107095 1.137772 0.632 0.042 0.042 -0.57
O 2.004414 1.152388 0.007731 -0.234 -0.081 0.302 -0.69
O -1.757945 0.876117 -0.092173 0.285 0.032 -0.255 -0.49
O 0.351620 -0.138829 -1.210095 -0.424 -0.083 -0.966 -0.62
C -1.312113 -0.213432 -0.024180 -1.221 1.876 0.638 0.59
```
Positions in Å, forces in eV/Å.

Summary:
- Kohn-Sham gap: 5.86 eV
- Net charge: -2

***

Entry 3:
DFT (ωB97M-V/def2-TZVPD) results for the molecule C15H18FN7S at a distorted geometry.

The geometry in XYZ format:
```
42
Properties=species:S:1:pos:R:3:forces:R:3:mulliken_charge:R:1
S -3.499397 0.203589 1.377572 -0.181 -0.306 0.207 -0.30
F 0.910957 -2.032275 -2.510074 -0.087 -0.002 0.039 -0.42
N 0.933029 0.860572 -0.054052 -0.043 0.266 -0.174 -0.49
N 1.467762 -0.836524 1.540015 0.858 -0.040 -0.131 -0.50
N -1.197870 1.730766 -0.207927 -0.179 0.036 0.357 0.22
N 3.017725 -0.035401 0.052298 0.302 0.183 -0.321 -0.16
N -0.404444 -1.577472 2.807430 1.157 -0.470 0.190 -0.68
N -1.704527 -1.278999 2.785555 -1.075 0.372 -0.078 -0.37
N -0.742757 0.016980 1.295574 0.724 -0.857 0.798 0.27
C -0.914344 4.136422 -0.586455 0.047 -0.229 -0.120 -1.28
C -0.577966 -2.701363 -0.810138 0.180 0.051 -0.175 -0.49
C -1.926258 -0.351519 1.905369 -0.863 0.617 -0.155 0.45
C 0.199428 -0.831035 1.912758 -0.639 0.511 -0.417 0.30
C -1.153851 -0.917583 -2.338393 0.143 -0.095 -0.052 -0.52
C -1.784428 -2.520714 -0.158512 -0.156 0.070 -0.167 -0.10
C -3.880108 -1.225653 0.250008 0.090 0.343 0.301 -1.21
C -0.847333 2.734710 -1.182861 0.150 0.243 -0.099 -0.49
C 5.175349 -0.005661 1.219104 -0.197 -0.189 -0.080 -1.11
C -0.312120 0.887132 0.328725 0.010 0.088 -0.245 0.49
C 4.086869 -0.852975 0.567846 0.266 -0.057 0.140 -0.40
C 1.777085 -0.022815 0.547768 -0.563 -0.200 0.379 0.35
C -2.350581 -0.742277 -1.669646 -0.007 -0.268 0.067 -0.29
C -0.275062 -1.885061 -1.884544 -0.113 -0.002 0.076 0.36
C -2.672456 -1.529304 -0.567844 -0.023 -0.190 -0.192 0.29
H 0.128040 -3.446125 -0.479802 0.105 -0.076 0.013 0.43
H 5.964379 -0.647093 1.600843 0.148 -0.033 0.048 0.35
H -0.655250 4.873424 -1.341085 0.004 0.135 -0.066 0.40
H -4.726415 -0.887269 -0.344282 -0.064 -0.079 -0.029 0.53
H 4.510820 -1.440822 -0.253223 -0.064 -0.045 0.118 0.31
H -1.537095 2.654422 -2.028892 0.111 -0.037 -0.012 0.37
H 4.760680 0.565404 2.045500 -0.018 0.075 0.089 0.30
H 0.164590 2.507515 -1.519768 -0.168 0.041 -0.096 0.35
H -3.039601 0.023599 -1.994839 -0.064 0.112 -0.044 0.40
H 3.637798 -1.525859 1.299167 0.123 -0.017 -0.158 0.32
H -1.917186 4.348807 -0.222442 -0.085 0.076 0.045 0.33
H -4.166979 -2.056836 0.891161 -0.051 0.010 -0.093 0.40
H -2.023213 -3.137093 0.695522 -0.014 -0.026 0.094 0.32
H -0.217035 4.225752 0.242439 0.059 0.030 0.087 0.31
H 5.607900 0.685497 0.498429 0.084 0.086 -0.037 0.31
H -0.888299 -0.306823 -3.186373 0.065 0.055 -0.105 0.47
H 3.213387 0.622477 -0.685299 -0.119 -0.039 0.068 0.25
H -2.141207 1.717473 0.163384 0.146 -0.142 -0.067 -0.08
```
Positions in Å, forces in eV/Å.

Summary:
- Kohn-Sham gap: 8.50 eV
- SMILES: CCNc1nc(NCC)n2c(SCc3ccc(F)cc3)nnc2n1

***

Entry 4:
DFT (ωB97M-V/def2-TZVPD) results for a structure of composition C20H30B2F8K3O15 at a distorted geometry.

The geometry in XYZ format:
```
78
Properties=species:S:1:pos:R:3:forces:R:3:mulliken_charge:R:1
K -1.365981 4.755992 2.418525 0.445 -0.238 -0.021 0.99
K 3.978649 3.446582 -0.320145 -0.287 -0.260 0.388 0.99
K 1.157679 0.684532 5.546495 0.383 0.231 -0.262 0.99
F 2.070319 5.684732 4.836175 -1.027 0.450 0.028 -0.39
F 1.494579 0.577952 0.858995 1.199 -0.029 0.130 -0.42
F -0.427291 0.173902 -0.172445 -1.266 -0.748 -0.820 -0.33
F 4.079649 5.292442 3.947445 1.005 0.033 -0.639 -0.39
F 2.313449 4.040492 3.305345 -1.020 -1.081 -1.663 -0.37
F 0.421629 2.262202 -0.186245 -0.128 1.388 -0.208 -0.43
F -0.376031 1.321232 1.804595 -0.744 0.874 0.321 -0.46
F 3.152739 3.798812 5.396635 0.015 -1.030 0.341 -0.41
O -2.362021 1.013342 -8.094415 1.395 1.465 3.154 -0.52
O -7.589911 -0.680828 5.222175 1.946 1.924 -2.183 -0.61
O -5.747251 -0.137678 4.159425 7.694 -1.928 0.435 -0.31
O 6.601649 1.556772 2.851205 -1.652 1.974 -2.672 -0.32
O 0.978599 -5.222448 0.598595 -0.194 -0.234 0.697 -0.36
O -6.488531 -2.581208 -3.404295 -1.940 -2.056 0.711 -0.35
O 2.084669 -7.229008 0.654325 0.428 4.049 -0.685 -0.57
O 5.418459 -0.199518 3.543635 0.952 0.690 -0.239 -0.62
O -7.211361 -1.586178 -5.250895 2.464 -0.347 1.870 -0.63
O -2.462851 2.385682 -6.221985 -0.452 -1.349 -2.560 -0.32
O 7.278799 0.510042 4.603605 -0.641 -0.269 -0.433 -0.36
O -7.510431 0.797172 3.504845 -2.083 0.967 0.306 -0.34
O 2.998099 -5.340228 -0.262035 1.314 -0.001 0.504 -0.33
O -0.658671 1.053542 -6.520215 -1.455 0.207 -0.902 -0.35
O -5.221361 -1.141338 -4.360445 4.405 1.249 0.822 -0.23
C 8.220619 1.554452 4.368035 1.992 -0.610 1.246 0.38
C -4.668981 -0.225578 2.020295 0.827 -1.489 0.164 -1.59
C -1.549301 2.754402 -5.276695 0.270 0.772 2.169 -0.34
C 6.362649 0.554092 3.626005 -1.505 -2.212 2.070 0.69
C 2.094869 -6.018388 0.387875 -2.615 -4.098 0.771 0.64
C -5.500801 -2.458768 -2.446055 1.047 -1.155 1.173 0.41
C -6.321561 -1.757488 -4.405195 -6.470 -0.189 -3.804 0.64
C 0.960939 2.552562 -5.556465 0.682 -1.233 0.193 -1.49
C -5.025591 -3.916318 -1.942715 -1.034 1.838 -0.629 -1.19
C -1.884301 1.459502 -7.061585 -0.599 -1.456 -1.859 0.64
C -5.336721 0.573722 3.066045 1.358 2.491 -2.039 0.59
C -6.935441 -0.053288 4.372515 -9.369 -1.733 3.767 0.67
C 2.672289 -3.967288 -0.212645 -0.407 1.192 -3.202 0.52
C 2.737849 -3.486148 -1.656185 1.242 0.899 -1.218 -1.52
C -0.388691 1.813832 -5.358635 2.068 0.521 -0.260 0.50
C 7.600729 2.430162 3.308355 1.157 -0.082 -0.502 -0.31
C -4.474641 -1.708778 -3.262795 1.146 0.247 1.382 -0.40
C 9.564639 0.884482 4.043345 0.205 0.514 0.325 -1.39
C -6.602561 1.155652 2.525535 -0.474 -0.077 -1.796 -0.31
C 1.206739 -3.887208 0.162605 0.796 0.108 1.156 -0.31
B 2.911889 4.690882 4.349875 0.503 1.162 1.525 0.57
B 0.239609 1.100062 0.543705 1.057 -0.885 0.870 0.66
H -4.520951 0.351472 1.107505 0.006 -0.033 0.078 0.40
H 0.512379 -3.536888 -0.601095 0.137 -0.659 -0.311 0.28
H -6.863981 0.688962 1.575815 -0.221 -0.692 -0.004 0.20
H -6.604801 2.187702 2.174855 0.037 0.493 1.166 0.34
H -4.399091 -4.267808 -2.762505 0.126 -0.447 0.406 0.35
H 3.327109 -3.407028 0.454755 0.088 -0.296 -0.008 0.29
H 1.171649 -3.106638 0.922585 -0.624 -0.490 0.729 0.23
H -3.687831 -2.426208 -3.495875 0.062 0.371 -1.083 0.26
H -2.032791 2.615422 -4.309735 0.026 0.617 0.175 0.27
H 7.304349 3.426862 3.635245 -0.867 -0.325 0.253 0.28
H 2.657739 -2.404578 -1.765205 -0.148 0.193 0.447 0.37
H 3.662379 -3.716108 -2.185785 0.425 -0.159 0.467 0.36
H -0.281231 1.163042 -4.490855 -0.275 -0.183 -0.076 0.22
H 9.700399 0.452482 3.051865 -0.622 -0.072 -0.079 0.33
H 1.315339 3.165472 -4.727705 -0.855 0.642 0.029 0.36
H 9.718119 0.112242 4.797125 0.105 -0.024 -0.119 0.36
H -5.853751 -1.793678 -1.657885 -0.252 -0.340 0.387 0.25
H -5.273841 -1.112038 1.829425 -0.105 0.027 -0.348 0.41
H 1.067029 3.026352 -6.532355 -0.382 0.336 0.193 0.36
H 10.380379 1.601652 4.134665 -0.020 0.150 0.171 0.39
H 8.290949 2.012482 5.354625 0.257 0.467 -0.251 0.30
H -4.669181 1.391762 3.336765 0.174 -0.048 0.680 0.18
H 1.999179 -3.874298 -2.357465 -0.460 -0.429 0.658 0.40
H -3.716761 -0.600158 2.395865 0.213 0.072 -0.269 0.39
H -1.194481 3.771452 -5.443485 -0.323 0.198 0.140 0.27
H -4.040971 -0.935898 -2.628215 0.125 0.312 -0.544 0.26
H -5.891031 -4.566168 -1.812995 -0.128 0.128 -0.385 0.34
H 8.217249 2.603542 2.426335 0.505 -0.092 0.253 0.27
H -4.559181 -3.932468 -0.957685 0.470 0.379 -0.289 0.30
H 1.774159 1.827552 -5.522675 -0.106 -0.555 -0.388 0.39
```
Positions in Å, forces in eV/Å.

Summary:
- Kohn-Sham gap: 7.49 eV
- Net charge: +1

***

Entry 5:
DFT (ωB97M-V/def2-TZVPD) results for a cluster of 3 separate species, C6H12O2 in total at a distorted geometry.

The geometry in XYZ format:
```
20
Properties=species:S:1:pos:R:3:forces:R:3:mulliken_charge:R:1
O 1.097064 3.663281 -1.047172 -0.400 -0.233 0.336 -0.65
O 0.977483 -3.972984 0.344141 -0.129 0.953 0.191 -0.64
C 1.986853 -0.265326 1.690158 1.116 -0.899 -0.857 -0.74
C 0.147354 0.716880 0.285568 0.399 -0.544 -0.099 -0.25
C -1.662857 0.159403 -1.294084 1.511 -0.551 0.607 -0.15
C -2.807915 -0.426747 -1.571339 -0.841 -0.705 -1.290 -0.80
C 0.904180 0.468818 1.526066 -0.111 0.130 0.832 -0.11
C -0.863219 -0.067129 -0.080340 -0.872 0.939 0.390 -0.23
H 0.505241 0.901597 2.435077 -0.257 0.192 0.100 0.32
H -1.073132 0.700836 -2.030558 -0.587 0.206 -0.265 0.25
H 0.450258 1.544528 -0.336890 -0.017 -0.132 -0.293 0.16
H 2.541925 -0.744353 0.878417 -0.510 0.200 -0.228 0.27
H 0.834206 -3.254041 -0.287499 0.032 -0.392 -0.353 0.32
H 0.946737 -3.443363 1.154875 0.088 -0.497 0.167 0.32
H -3.417932 -1.117602 -1.002230 0.493 0.194 0.801 0.28
H -1.221908 -0.778773 0.646545 -0.014 -0.497 -0.032 0.39
H 0.130191 3.703612 -1.093053 0.258 0.155 -0.131 0.34
H 1.240718 3.123956 -0.255521 0.254 0.403 -0.207 0.40
H 2.480489 -0.508587 2.618473 -0.365 0.494 0.504 0.27
H -3.195736 -0.404006 -2.580634 -0.050 0.583 -0.171 0.24
```
Positions in Å, forces in eV/Å.

Summary:
- Kohn-Sham gap: 9.96 eV
- SMILES: C=C/C=C/C=C.O.O

***

Entry 6:
DFT (ωB97M-V/def2-TZVPD) results for the molecule C4H5NO at a distorted geometry.

The geometry in XYZ format:
```
11
Properties=species:S:1:pos:R:3:forces:R:3:mulliken_charge:R:1
O 0.492519 -1.823261 -1.688634 -0.051 0.489 0.286 -0.56
N -0.626045 0.201447 -1.405422 -0.551 -0.509 0.152 -0.67
C -0.096192 0.549644 0.864010 0.401 0.363 -0.647 -0.34
C 0.154462 -0.884593 -0.998489 -0.087 -0.482 -0.419 0.37
C 0.516457 -0.758024 0.509263 0.139 0.055 -0.205 -0.29
C -0.805834 0.962671 -0.307577 -0.531 -0.291 -0.466 -0.08
H 0.051828 -1.597855 1.047113 -0.031 0.292 -0.039 0.27
H -1.443224 1.848473 -0.288149 0.073 -0.222 -0.277 0.43
H 0.384472 1.361704 -0.271639 0.594 0.157 2.386 0.24
H 1.591580 -0.816278 0.700755 -0.119 -0.096 -0.132 0.26
H -0.186244 0.965035 1.871341 0.164 0.244 -0.640 0.37
```
Positions in Å, forces in eV/Å.

Summary:
- Kohn-Sham gap: 8.99 eV